A 12-piece molecular cluster, C23H60BN6O19 overall. Source: the OMol25 dataset; level of theory: the ωB97M-V functional and the def2-TZVPD basis.

Results
LUMO level	1.952	eV
ΔE to the lowest compared entry with this formula, charge and spin	0.0	kJ/mol
frontier orbital gap	9.5	eV
HOMO	-7.53	eV

Structure (ORCA input):
```
! RIJCOSX wB97M-V def2-TZVPD def2/J DEFGRID3
* xyz -1 1
C -1.4714 6.5088 -13.3770
H -5.7611 7.6402 -12.7438
H -2.7437 8.3483 -10.6393
H 4.1874 3.3684 -12.1224
O -1.6999 3.8047 -20.2547
N 5.0643 4.4238 -19.3358
H -1.7536 13.0075 -13.4364
O -6.9073 9.7912 -12.3178
H -0.4208 8.1972 -21.2204
C -1.4519 7.9587 -13.9168
C -5.6960 9.6018 -12.1957
H 4.0659 6.6897 -13.8934
H 3.2665 5.6505 -21.1237
H 1.2530 9.8481 -15.1818
H 7.0810 10.4789 -15.3988
H 5.5372 9.8630 -15.3168
C -1.2605 12.4133 -12.6661
H -3.2000 9.4064 -9.3000
H 3.1021 4.1482 -17.7274
H 0.7544 12.4838 -13.6262
H 5.8792 4.4524 -19.9158
H -5.2260 11.4768 -11.5758
O 1.2346 6.6028 -15.4110
H -1.9121 13.6596 -11.0474
H -3.5169 4.3064 -10.7555
H 2.0752 8.5929 -17.9898
H -2.2399 10.8073 -13.0648
O 2.7475 6.0481 -16.9708
O 2.6766 4.7895 -13.2363
H 6.0307 6.9576 -17.0027
H -2.8590 5.3173 -19.3741
O 3.7142 10.7835 -17.2622
H 2.8878 9.0929 -15.4317
H -3.8421 10.4436 -11.8089
C 4.7276 3.2617 -18.7079
H -1.6924 10.1230 -21.5298
H -0.2073 13.9524 -11.5684
C 0.3275 5.7714 -17.3766
N -4.8371 10.5901 -11.8280
H 5.6616 3.5326 -13.0831
O -2.1122 8.8699 -13.5009
O -0.6954 6.0355 -16.6071
H -0.1968 10.9425 -13.8169
H -4.7756 5.0328 -11.7489
C -0.9793 13.2062 -11.3970
H 4.3620 2.4538 -13.6062
H 0.5934 11.3952 -12.3176
H 6.8451 8.8199 -14.6746
H 3.7132 11.2718 -18.0912
H -0.9125 4.0915 -19.7787
C -2.3733 8.8344 -9.7329
C -1.5909 9.0434 -19.7384
H -2.0264 8.0735 -9.0373
O 0.2909 5.3770 -18.5124
H 6.6450 9.8605 -17.5899
C 4.7273 5.8329 -14.0368
C 1.6136 6.1387 -16.5899
H 8.3545 8.0402 -16.3454
C 6.5631 9.5120 -15.4628
C 4.5783 3.4155 -13.1368
O -1.9507 8.9880 -18.5743
B -0.2450 6.6056 -15.3398
H -2.6179 10.7186 -20.1825
C 3.9108 4.5279 -13.9281
H 4.4967 5.2425 -19.2126
H 5.5526 8.0279 -18.3740
O -1.9187 6.1431 -12.3266
C 2.3155 10.5399 -16.9640
H -3.3651 4.6314 -21.0270
N -0.6561 8.1795 -20.2448
H -0.5095 7.3459 -19.7007
H 2.2229 5.5059 -13.6943
C 6.7261 9.0309 -16.8909
C 0.0404 11.7906 -13.1755
H 4.6945 8.2135 -16.9498
H 2.7672 10.6920 -14.8970
C 5.6997 7.9488 -17.2903
C 2.3831 6.1943 -20.7876
O 1.7484 6.7697 -21.9445
C 1.7051 9.6232 -17.9830
H 1.6874 5.5312 -20.2811
O 5.3062 2.2014 -18.9389
H -4.1626 8.2064 -12.3801
H -4.6836 3.2691 -11.7047
O -5.4352 4.1383 -9.9989
H -0.7116 12.5145 -10.5979
N 3.6941 3.3387 -17.8264
N -5.1473 8.3870 -12.4844
O -2.0575 11.2911 -12.2421
H 1.8677 11.5400 -16.9475
H 1.0857 6.1633 -22.2823
H -2.0545 5.7616 -20.8522
O -0.7665 7.9489 -15.0388
H 3.4315 2.4944 -17.3541
H 1.7533 10.0074 -19.0068
C 2.2613 9.9786 -15.5622
H 0.6329 9.4248 -17.8388
H -5.0658 3.4943 -9.3902
H 2.6585 7.0116 -20.1229
O -1.2312 9.6285 -10.0132
N -2.0522 10.0052 -20.6023
O 8.0118 8.4295 -17.1543
H 3.7004 4.2290 -14.9603
C -4.5338 4.1797 -11.1215
H 5.1261 5.9740 -15.0431
O -0.7515 5.7881 -14.2108
H -1.3933 10.1769 -10.7923
C -2.5689 4.9258 -20.3498
H 5.5338 5.8749 -13.3037
*
```

Results of the Löwdin charge analysis, in e, for atoms 1 through 2:
1 C -0.3729
2 H 0.0984



C23H60ClN4O12V as an isolated structure. Source: the OMol25 dataset; level of theory: the ωB97M-V functional and the def2-TZVPD basis.

Results
LUMO level (spin up / spin down)	-3.482 / -2.834	eV
ΔE to the lowest compared entry with this formula, charge and spin	216.6	kJ/mol
<S²>	0.79
frontier orbital gap (spin up / spin down)	8.1 / 8.7	eV
HOMO (spin up / spin down)	-11.54 / -11.54	eV

Structure (ORCA input):
```
! RIJCOSX wB97M-V def2-TZVPD def2/J DEFGRID3
* xyz 1 2
H 6.7580 -15.6067 -3.9732
H 14.8783 -13.2537 -8.4237
C 15.0414 -19.3705 -11.0078
H 14.9349 -12.3106 -5.2430
Cl 16.6493 -19.3098 -7.4077
C 6.8034 -15.0036 -4.8800
O 13.9849 -19.3340 -11.9929
C 16.5575 -15.1601 -7.1718
H 12.9197 -16.2245 -2.4193
H 14.5636 -19.7040 -4.2785
H 16.0780 -17.6766 -11.7941
C 16.4631 -15.2891 -9.4840
H 15.5933 -17.8902 -4.1151
H 17.5574 -15.5875 -7.0973
V 13.8705 -16.7895 -8.3475
C 15.4051 -15.6762 -10.5917
H 15.8123 -20.0099 -11.4379
H 12.8053 -20.9334 -7.3665
H 8.9905 -18.4492 -6.9366
H 12.2225 -15.6644 -11.0123
H 9.6467 -17.9199 -1.8659
H 10.8516 -17.2632 -0.7900
O 15.6942 -18.2957 -7.6534
O 14.1665 -14.6728 -4.6348
H 5.8396 -15.1338 -5.3722
C 12.9072 -17.3144 -2.4127
H 10.3184 -18.2542 -4.8221
C 11.5606 -17.8676 -9.9101
N 11.8138 -16.6153 -9.2118
O 16.1085 -20.5429 -7.8521
H 13.7858 -19.8507 -6.4991
H 13.8751 -13.7168 -6.9515
H 12.8328 -20.9380 -11.3676
H 14.2358 -21.3780 -12.3300
H 12.2634 -18.1013 -10.7099
O 11.5761 -17.7595 -2.6514
H 10.5538 -17.9055 -10.3261
H 16.0477 -15.5431 -6.2878
H 14.1566 -19.7579 -2.4900
H 6.9032 -17.0242 -6.4087
H 11.3054 -13.9177 -8.6260
H 14.6174 -11.5295 -3.7460
H 13.9536 -16.9608 -11.2157
H 15.8228 -13.1378 -2.1766
H 10.7317 -18.9480 -8.3537
C 13.8901 -13.4523 -8.0088
H 16.5421 -14.1000 -6.9188
H 15.8206 -15.4985 -11.5835
H 17.3135 -15.9532 -9.6390
H 8.8305 -16.7321 -8.2743
C 15.7109 -13.8649 -2.9809
H 13.3688 -12.5036 -8.1370
O 12.8311 -18.9069 -8.1438
H 11.6226 -19.9874 -9.4558
H 15.4676 -17.2085 -2.6450
C 12.8785 -19.8784 -7.1027
H 12.1740 -13.4347 -10.0823
H 11.3080 -17.4489 -6.0354
O 7.9121 -15.5493 -5.5732
H 10.3409 -16.6077 -4.8254
O 15.8002 -15.5925 -8.2997
C 11.6467 -15.4622 -10.1092
C 13.9018 -19.3740 -3.4778
H 14.6654 -14.8756 -10.5955
C 15.5646 -17.9153 -10.8627
H 10.6401 -15.2371 -10.4616
H 7.6409 -17.3841 -4.8892
H 16.8035 -14.2646 -9.6342
N 15.0674 -17.2202 -3.5723
C 12.0713 -14.2246 -9.3382
C 10.5560 -17.3196 -1.8377
H 6.9912 -13.9843 -4.5428
C 9.1125 -17.4642 -6.4860
O 16.8756 -19.3330 -5.9961
C 7.8370 -16.9207 -5.8561
C 11.6497 -19.0298 -8.9358
C 14.2688 -12.3441 -4.3808
H 12.8292 -20.7405 -13.0904
H 16.3681 -17.9898 -10.1299
O 13.5397 -16.5830 -6.8160
C 14.2929 -13.6754 -3.6625
H 9.2414 -15.7090 -7.1663
H 14.8750 -19.8154 -10.0267
C 13.7473 -17.8381 -3.5236
H 10.9889 -16.4970 -8.6411
H 13.2237 -17.5808 -1.4043
N 9.5338 -16.5905 -7.5634
H 16.5174 -13.5748 -3.6544
H 13.2422 -17.7409 -4.4845
H 13.2670 -12.1115 -4.7418
H 13.5188 -13.7129 -2.8960
N 14.6396 -16.9121 -10.4760
C 13.4560 -20.6266 -12.2059
H 14.5715 -15.4687 -4.2825
C 10.3382 -17.4325 -5.5380
H 10.3525 -16.2789 -2.0900
O 17.8012 -19.0058 -8.1474
H 12.9444 -19.8845 -3.5822
H 12.0427 -19.7146 -6.4225
H 15.9129 -14.8555 -2.5734
O 13.3294 -14.5963 -8.6942
*
```

Results of the Löwdin charge analysis, in e, for atoms 1 through 2:
1 H 0.0853
2 H 0.0923



C23H60F3N4O9V as an isolated structure. Source: the OMol25 dataset; level of theory: the ωB97M-V functional and the def2-TZVPD basis.

Results
LUMO level (spin up / spin down)	-3.258 / -3.253	eV
<S²>	3.75
frontier orbital gap (spin up / spin down)	7.2 / 7.2	eV
HOMO (spin up / spin down)	-10.42 / -10.42	eV

Structure (ORCA input):
```
! RIJCOSX wB97M-V def2-TZVPD def2/J DEFGRID3
* xyz 1 4
H 0.5920 -0.4507 1.6746
O -1.2393 0.9962 7.5879
H -0.1750 -6.0708 -2.6758
H 3.7001 1.9154 -3.4663
H 0.1524 -2.1703 1.3652
F 1.0712 -2.1001 -1.9009
C -2.1040 4.2132 -3.9321
C -1.9226 1.6974 8.6432
H -2.7483 1.8673 -0.5801
O -1.7942 3.2742 -1.7353
V 0.0657 2.7816 -2.6875
C -0.2153 -2.0865 -2.3503
C -3.7379 0.4068 3.7378
H 2.7336 0.4111 -3.3443
H -3.0061 3.5446 3.5819
C 1.5857 0.9771 6.2549
H 3.1977 -0.2289 -0.9329
H 0.9499 -5.1774 -1.7460
H -1.9635 -0.7428 -1.6985
H 0.8029 2.9580 4.5705
C -0.8393 1.7976 6.4894
C 0.2363 1.0835 5.5064
C -2.8738 3.6560 -2.6828
H -3.4625 2.7703 -2.9217
H -0.7271 -4.9713 3.2719
C 0.7954 -6.1618 -2.1878
H 0.9742 2.1803 -5.8683
C -2.3809 2.8815 -0.4240
H -3.6062 4.4400 -2.4904
H 2.6322 2.0886 -5.6743
F -0.9759 -3.1493 -1.8181
C 2.7731 1.4730 -3.1015
H 4.4847 -6.0887 -3.4297
H 2.0608 -5.1192 4.3631
H -4.5202 2.3335 4.1177
H -0.3873 1.9991 3.9040
H -3.5226 5.6468 -5.0001
H -2.6145 0.4823 5.2554
C 1.9792 -5.0273 -3.9697
H 3.6081 -3.8970 -6.1293
H 1.9737 1.9028 6.6798
H 1.6245 -5.0926 -4.9984
H -1.7078 2.4200 -4.8888
H -2.5881 4.7725 -6.0412
O 1.4688 -5.0784 3.6085
N 0.4856 2.0124 4.4119
H -3.0789 3.6141 -0.0188
H -4.4355 1.9989 2.4029
H 2.9513 -2.6840 -5.0748
C 2.7687 1.8017 -1.5946
C -3.0505 4.6662 -5.0598
H -3.8399 3.9335 -5.2276
O -0.6584 0.4968 -2.6774
H 3.5978 0.9814 0.2506
N 1.4467 1.9803 -1.0128
C -3.9331 1.8232 3.3541
H -1.8475 0.0761 0.9819
H -0.1113 0.1517 5.0605
H -2.9320 0.0825 3.0795
H -0.6013 -1.1069 2.6139
C -1.2027 -0.7027 0.5746
H 1.6023 2.3582 -0.0891
O -0.4002 -0.3083 -0.5755
C 0.1696 -4.6512 3.8027
H -1.5005 5.0068 -3.4915
O 1.8587 -6.1906 -3.1678
H -1.4955 2.9889 0.2026
F -0.2616 -2.3196 -3.7102
O -2.7620 2.6522 3.3259
H 1.0724 1.0612 -0.8246
H -0.0365 -4.6702 4.8729
N 4.5165 -5.6059 -4.3163
H 3.2166 2.7869 -1.4651
H 1.3851 -4.2315 -3.5204
C -0.2211 -1.1723 1.5945
H -0.3160 2.6543 6.9139
O -3.4771 0.1037 5.0705
H -2.7472 2.2586 8.2035
H 0.0835 -3.5874 3.5814
H -4.6016 -0.2108 3.4913
H -1.2225 2.3351 9.1830
C 3.5686 0.7900 -0.8220
H 4.0392 -6.2531 -4.9272
H 4.7322 -3.1661 -5.0935
H 4.6105 0.8348 -1.1393
C 3.5474 -4.5370 -4.0505
H -1.7640 2.0290 5.9607
C -0.8990 -0.6190 -1.8978
C 3.6900 -3.4839 -5.1240
H -0.7188 3.6076 -5.3007
C 1.7154 1.7127 -5.2202
H 1.7154 0.6254 -5.2976
H -2.3548 1.1737 9.4958
N -1.1931 3.2008 -4.5072
H 0.9145 -6.9041 -1.3986
H 3.9464 -4.2680 -3.0724
H 2.3387 0.4895 5.6357
O 1.6793 2.1131 -3.8923
H 1.6465 0.3582 7.1501
H -1.9858 -1.4448 0.4193
*
```

Results of the Löwdin charge analysis, in e, for atoms 1 through 2:
1 H 0.0757
2 O -0.2023



A 7-piece molecular cluster, C23H60N2O7 overall. Source: the OMol25 dataset; level of theory: the ωB97M-V functional and the def2-TZVPD basis.

Results
LUMO level	0.538	eV
ΔE to the lowest compared entry with this formula, charge and spin	0.0	kJ/mol
frontier orbital gap	8.4	eV
HOMO	-7.83	eV

Structure (ORCA input):
```
! RIJCOSX wB97M-V def2-TZVPD def2/J DEFGRID3
* xyz 0 1
C -2.8569 2.3197 -0.3067
O -3.1171 -1.1377 1.7796
H 0.8302 -4.8051 -2.7242
C 0.0412 1.4710 6.1785
C -1.7138 1.6767 -2.3939
H -0.9382 -1.1120 -2.7805
C -4.1595 2.2421 -2.5296
O 5.7714 2.3951 0.3859
H -0.0266 -1.2853 1.1743
H -3.8257 -0.2124 0.3220
H -2.5318 -3.0771 -2.4074
C 0.9824 -4.5516 -0.6185
C -2.7822 -1.7882 4.0576
N 5.1667 -0.5247 0.6858
O -0.6307 2.8189 4.3500
C 0.1720 -4.7613 -1.8565
H -0.6281 0.6830 5.8333
H -1.8466 -1.2156 -4.1800
H -0.4761 1.5179 3.1578
H -4.6043 -0.9332 3.1164
H 1.0639 1.8213 4.2981
C 0.0464 -0.3494 0.6205
H 3.2472 0.1882 0.4865
C -3.5181 -0.8436 3.1016
H -0.5608 0.7565 -3.9292
O -4.2962 -0.1340 -0.5111
C -3.1546 -0.9753 -2.4536
H 3.3713 1.5787 2.5924
H 0.7454 0.9889 6.8566
N -3.2312 0.0976 -1.4009
H 5.1219 1.4089 2.5751
H 2.6585 -1.9390 -1.0943
O -0.5814 0.8258 2.5009
H 1.8412 -5.2225 -0.5987
H -2.2942 -2.0977 -0.9009
C -3.0718 1.5563 -1.6449
H 1.2527 3.0705 5.4937
H -4.2106 3.3289 -2.4629
H 3.5344 0.3761 -3.4899
H -4.3441 -1.7013 -4.2660
H -0.9285 -0.1203 0.1900
C -2.9705 -2.3589 -1.7148
H 4.0334 -1.2595 -3.7635
H 1.4951 -0.2472 -2.4396
H 5.1972 4.4131 -0.0484
O 3.0501 -1.2566 -1.6443
H -0.3934 -5.6901 -1.7814
H 0.8176 -0.4008 -0.1481
C 6.0336 3.7184 -0.1247
H -2.0736 1.8846 0.3141
C -4.3112 -0.9758 -3.4533
C 2.2164 -1.0143 -2.7212
H -1.1354 3.4220 4.9006
H -1.7533 -1.4282 4.0629
H -5.2850 -0.9735 -2.9637
H 0.3172 -4.8301 0.1988
H 4.0380 0.0386 2.9272
C 4.5878 1.7469 -0.0856
O 1.3953 -3.2237 -0.5393
C 0.4966 0.7284 1.6440
H 2.6926 -0.6016 -4.7733
H 5.1207 -0.9259 -0.2400
H -5.1706 1.9300 -2.2679
H 1.3640 0.4176 2.2263
H 1.7799 -1.9275 -3.1258
C 0.5303 2.3704 5.0740
H -4.1765 1.8376 -3.5417
H -3.2381 -1.5442 5.0171
H -1.4470 2.6892 -2.6968
H -0.5736 2.0972 6.8251
H 6.8284 4.1427 0.4888
H 0.7222 1.6050 1.0367
C -1.8404 -0.6913 -3.2245
H -0.4481 -3.8740 -1.9841
H 3.6752 2.3401 -0.1431
H -2.2214 -0.7938 1.7476
H -3.8783 -2.7549 -1.2595
C -1.5989 0.7863 -3.5984
H -4.4908 -0.0576 -4.0126
H 4.5996 1.4804 -1.1424
H 6.0165 0.0210 0.6735
H -0.8841 1.5445 -1.6995
H -2.2238 1.1035 -4.4333
C 4.1880 0.9182 2.3011
H -3.7904 2.2767 0.2544
H -3.3061 0.1903 3.3740
C 4.2287 0.5452 0.7982
H 6.4482 3.6671 -1.1314
H 2.1052 -3.2952 0.1030
H -3.0012 -2.8308 3.8272
C 3.1631 -0.6037 -3.7901
H -2.4474 3.3092 -0.5097
*
```

Results of the Löwdin charge analysis, in e, for atoms 1 through 2:
1 C -0.0211
2 O -0.0920



C23H60N2O9Y as an isolated structure. Source: the OMol25 dataset; level of theory: the ωB97M-V functional and the def2-TZVPD basis.

Results
LUMO level	-4.571	eV
frontier orbital gap	5.2	eV
HOMO	-9.81	eV

Structure (ORCA input):
```
! RIJCOSX wB97M-V def2-TZVPD def2/J DEFGRID3
* xyz 1 1
H -4.0692 -4.3989 3.1598
H 7.1898 -0.0698 -0.2733
H -0.8106 -0.7586 7.6999
H -1.3905 2.5194 -2.7234
C 4.8227 -1.4317 -0.9452
O -2.1997 -0.0282 -2.6975
C 0.0327 -0.1378 2.2218
C -4.2004 -0.3777 -4.8378
H -5.3471 2.0330 -5.1804
H -6.1588 3.3734 -3.1432
H 1.8523 -0.6102 -0.4300
H -2.2914 0.7230 -0.2526
H 1.9214 -0.2546 -2.1711
H 1.6718 3.1858 -0.9631
O -0.9481 -2.4046 2.6990
N 3.9430 0.8600 -0.1816
C -1.1416 -1.0657 2.3291
H -3.3447 -1.0656 -4.7746
O 0.9651 -4.7429 1.6696
H -4.4484 3.7213 -3.6657
C -3.2835 1.1498 -0.4486
H 5.7690 -1.9672 -1.0282
H 1.5072 2.1722 0.5237
H -1.8194 1.3236 -4.8271
H -6.0190 1.1718 -3.7894
H 6.1334 -0.1296 1.2038
C 1.8845 -0.6171 6.9539
O -3.1230 -4.3252 3.3708
H 2.4896 2.1728 -2.9842
C 0.6237 -0.8992 6.1265
H -1.7025 -1.0368 1.3776
H -5.4364 2.2730 -1.2637
H 1.8386 -1.1682 7.8942
H -4.3998 3.6378 -1.3661
H 0.3817 -2.0236 -0.8273
H 4.6351 1.2681 -4.0026
O -0.2373 -2.6653 -0.4526
H -2.6010 -0.8957 -2.8395
H -0.3188 0.7500 1.6880
H 6.0610 -0.0592 -2.6481
H 3.0742 -0.1938 1.1520
C -5.1427 2.9953 -3.2284
H 1.5045 -5.5422 1.7556
H -1.1039 -2.2317 -0.4906
H 4.2060 -1.8540 -0.1474
C 2.8127 1.2893 -0.9899
H -2.8163 2.7115 -4.8306
H 1.4374 -4.0543 2.2284
H 0.4786 0.2257 3.1506
H 2.8097 -0.6767 6.3863
H 0.8972 -0.4843 1.6467
H 2.1423 -2.5152 3.9759
H -3.1746 1.5643 -6.0953
C 2.1744 2.5094 -0.2696
H -5.0312 -0.9299 -4.3832
Y -1.4738 -4.4558 1.7167
C 5.0423 0.0827 -0.7455
C -3.8781 0.9445 -4.1183
H -2.4738 3.7674 -2.5156
C 4.2984 0.9403 -3.0194
H -3.0633 -4.4915 4.3249
C -0.6433 -0.3128 6.7159
C -2.1256 2.8725 -1.9953
H -0.4208 -2.4420 5.7521
H -0.6085 0.7681 6.8348
H 3.7790 -0.0026 -3.2203
H -1.4776 -0.5361 6.0435
C 1.7532 0.1767 -1.1781
H 6.3992 1.3348 0.3242
C -3.2997 1.8676 -1.8073
H 2.9566 3.1400 0.1562
H -3.4210 -2.6723 0.3409
H 3.7982 2.8410 -2.1450
H -4.3834 -0.3399 -5.9086
N -3.3624 0.7934 -2.7981
H -1.6681 3.1062 -1.0378
O 3.6605 0.5866 1.1608
O -2.8146 -3.4059 0.2825
C 6.2607 0.2549 0.1936
H 0.8612 -0.3578 5.1982
H -3.9497 0.2867 -0.5050
H 1.8539 0.4352 7.2619
H -3.5518 1.6761 0.4688
O 0.5198 -2.3066 5.9235
H 6.1830 1.4813 -1.9796
H 1.1469 -2.3005 2.8329
C -5.1700 1.7705 -4.1374
O 2.0243 -2.6736 3.0281
C -2.8318 1.6390 -5.0682
C -4.5865 2.6666 -1.8325
H -1.9188 -0.6171 2.9723
H 4.3742 -1.6486 -1.9197
H 0.7393 0.5734 -1.2653
C 5.4639 0.6626 -2.0754
C 3.3081 1.8795 -2.3211
*
```

Results of the Löwdin charge analysis, in e, for atoms 1 through 2:
1 H 0.1074
2 H 0.0859